C32H31GeN3O3PdS | ωB97M-V/def2-TZVPD

Cartesian coordinates (Å):
Pd (0.42358, 0.44739, 0.43188)
Ge (-3.37745, -0.31575, 0.51399)
S (-0.06159, -0.82868, 2.78298)
O (-0.24738, -1.29819, 4.14072)
O (-1.54744, -0.39869, 2.36311)
O (0.44433, -1.83433, 1.86156)
N (-0.53054, -0.76576, -2.42300)
N (2.46991, 2.48518, -0.37608)
N (-0.20990, -1.68009, -1.50301)
C (-4.64217, -2.60739, 1.94180)
C (2.28004, 0.48287, 2.89666)
C (-4.08286, -1.45072, -3.51504)
C (1.00106, 2.54874, 4.27455)
C (-2.61023, -4.37768, 1.29792)
C (-4.84841, 0.89070, 2.70280)
C (-2.59462, -3.08417, 0.79234)
C (-0.70679, -0.34837, -4.86458)
C (-4.90033, 0.66066, 1.32518)
C (-3.85253, -1.47344, -2.14069)
C (-1.64079, 0.30594, 1.05646)
C (-4.65788, -3.90102, 2.45770)
C (-5.97378, 1.19172, 0.61529)
C (-4.05647, 0.94675, -3.47865)
C (2.38933, 2.38504, 4.43564)
C (0.23682, 1.75626, 3.45373)
C (-0.12521, -2.56232, -3.57924)
C (-5.84834, 1.60877, 3.35152)
C (3.19423, 3.23084, 5.37444)
C (-4.19768, -0.24206, -4.18145)
C (-0.48263, -1.23061, -3.68030)
C (-6.91550, 2.12278, 2.62652)
C (0.03880, -2.78340, -2.18924)
C (-3.64161, -4.78901, 2.13453)
C (0.42599, -4.02351, -1.44509)
C (-3.81195, 0.91718, -2.10803)
C (1.83831, 1.44827, -0.37109)
C (-3.61515, -2.17792, 1.10213)
C (0.86141, 0.68578, 2.68006)
C (2.99486, 1.31909, 3.70524)
C (-6.97755, 1.91876, 1.25818)
C (-3.72748, -0.29221, -1.41306)
H (2.41644, 3.22091, 0.31764)
H (0.42948, -3.80341, -0.37667)
H (4.06696, 1.15559, 3.80464)
H (-0.27391, -4.84132, -1.63882)
H (-7.69480, 2.68502, 3.12910)
H (-4.13141, 1.89708, -3.99507)
H (3.82249, 2.62622, 6.04263)
H (-3.77294, -2.42610, -1.62982)
H (0.50351, 3.33835, 4.83788)
H (-5.78876, 1.76940, 4.42158)
H (-5.44077, -1.92281, 2.20862)
H (1.42457, -4.36479, -1.73031)
H (3.87656, 3.92881, 4.86044)
H (-1.75386, -2.75284, 0.18871)
H (-0.83007, 1.91144, 3.36847)
H (-6.04252, 1.03186, -0.45590)
H (-4.00717, 0.50794, 3.27393)
H (0.00893, -3.26191, -4.39091)
H (0.22273, 0.14081, -5.16623)
H (-1.44133, 0.42518, -4.64525)
H (-3.69239, 1.85398, -1.57257)
H (-0.73511, 0.16160, -2.06587)
H (2.53889, 3.83679, 6.00765)
H (-3.63983, -5.79006, 2.55147)
H (-4.17737, -2.38283, -4.05971)
H (2.76394, -0.34610, 2.39683)
H (-1.07252, -0.93408, -5.70918)
H (-5.45601, -4.20845, 3.12490)
H (-7.80589, 2.32032, 0.68500)
H (-1.79590, -5.05355, 1.06335)
H (-4.38168, -0.22387, -5.25012)

Atomic forces in eV per Å
Pd 0.13 1.30 -1.11
Ge -0.33 -0.19 0.10
S 0.15 -0.37 0.66
O -0.03 0.04 0.05
O -0.18 0.46 -0.37
O -0.08 0.20 0.13
N 0.00 0.04 0.23
N 0.33 0.09 -0.47
N -0.16 -0.40 -0.40
C -0.01 -0.07 -0.09
C -0.23 0.17 0.09
C 0.00 -0.10 0.24
C -0.02 0.08 -0.03
C -0.04 0.04 -0.02
C -0.11 0.10 0.14
C -0.01 -0.01 0.08
C 0.03 -0.07 0.00
C 0.12 0.14 0.03
C -0.12 0.02 -0.21
C 0.64 -0.70 0.39
C 0.01 0.06 -0.07
C -0.23 0.03 0.08
C 0.04 0.01 0.18
C -0.01 -0.25 -0.11
C 0.44 -0.04 -0.11
C 0.04 0.05 0.10
C 0.15 -0.14 -0.07
C 0.03 0.10 -0.04
C -0.01 0.07 -0.10
C 0.01 0.01 -0.10
C -0.07 0.06 0.08
C -0.03 -0.12 0.08
C 0.02 0.03 -0.02
C -0.01 0.00 -0.08
C -0.06 0.01 -0.17
C -0.60 0.00 0.45
C 0.06 -0.19 0.08
C -0.33 -0.73 0.43
C 0.05 0.19 0.05
C 0.15 -0.15 -0.17
C 0.13 0.15 -0.15
H -0.02 -0.15 0.22
H 0.02 0.01 -0.02
H -0.02 0.00 0.01
H 0.00 0.01 0.01
H 0.00 0.01 0.00
H 0.01 0.01 -0.01
H -0.02 0.00 -0.01
H 0.02 0.00 -0.01
H 0.01 0.01 -0.03
H 0.00 0.01 0.01
H 0.02 0.02 0.02
H -0.01 0.01 0.01
H -0.03 -0.04 0.01
H -0.01 0.01 0.04
H 0.00 0.01 -0.03
H 0.02 0.01 0.01
H -0.01 0.01 -0.02
H 0.01 0.03 0.02
H -0.01 0.00 0.01
H -0.03 0.00 0.03
H 0.01 -0.02 0.00
H 0.15 0.11 0.00
H 0.01 0.00 -0.01
H 0.00 0.00 -0.01
H 0.03 -0.01 -0.01
H -0.01 -0.02 -0.03
H -0.01 0.01 0.01
H -0.01 0.00 -0.01
H -0.01 0.01 -0.01
H 0.00 0.00 0.01
H 0.00 0.00 0.00

Summary:
**Energy above the lowest of the compared OMol25 structures with the same formula, charge and spin**: 0.0 kcal per mole
**HOMO level (spin up / spin down)**: 0.05584 / -0.00276 hartree
**M**: 716.71 g/mol
**⟨S²⟩**: 2.04
**Spin multiplicity**: 3
**Net charge**: -2

Charges per atom according to natural (NBO) partitioning, unit e: 0.18 1.52 2.35 -0.99 -0.81 -0.98 -0.33 -0.86 -0.24 -0.21 -0.16 -0.22 -0.21 -0.24 -0.23 -0.13 -0.64 -0.33 -0.19 -0.60 -0.24 -0.23 -0.25 -0.17 -0.27 -0.38 -0.21 -0.60 -0.24 0.15 -0.24 0.13 -0.22 -0.64 -0.16 0.17 -0.44 -0.55 -0.28 -0.24 -0.43 0.39 0.26 0.18 0.20 0.19 0.20 0.18 0.22 0.17 0.20 0.20 0.20 0.17 0.23 0.21 0.21 0.24 0.20 0.21 0.23 0.21 0.43 0.19 0.19 0.20 0.21 0.21 0.19 0.19 0.20 0.19